Entry from OMol25: 2 unconnected molecules or ions with the total composition C2HClO4 (ωB97M-V/def2-TZVPD).

XYZ file:
```
8
Properties=species:S:1:pos:R:3:forces:R:3:mulliken_charge:R:1
Cl 1.963 0.071 -0.697 -0.070 -0.016 -0.022 -0.2026
O 0.145 -0.532 2.535 1.162 0.444 1.248 -0.3489
H 0.079 -0.338 -2.249 0.075 0.211 0.329 0.3255
C -0.651 -0.783 1.755 0.040 -0.126 0.059 0.7434
O -1.434 -1.064 0.967 -1.207 -0.380 -1.180 -0.3772
C 0.309 0.779 -0.715 1.248 -0.083 0.430 0.6332
O -0.397 0.305 -1.700 -0.864 -0.156 -0.791 -0.3604
O -0.012 1.561 0.103 -0.385 0.106 -0.074 -0.4129
```
Positions in Å, forces in eV/Å.

As for the spin multiplicity: 1. The frontier orbital gap is 11.92 eV. Its charge is 0. As for the highest occupied orbital energy: -11.615 eV. The value obtained for the energy relative to the best compared isomer or geometry (same formula, charge and spin) is 0.0 kcal/mol. The SMILES is O=C(O)Cl.O=C=O.

=====

Entry from OMol25: a molecular structure, C50H47FeN3O6PS (ωB97M-V/def2-TZVPD).

XYZ file:
```
109
Properties=species:S:1:pos:R:3:forces:R:3:mulliken_spin:R:1
H 1.418 -4.072 -5.837 0.015 0.014 -0.002 0.0000
C -4.425 2.007 -1.395 -0.058 0.030 0.042 0.0028
H -3.942 4.178 1.620 0.003 0.008 -0.080 0.0001
H -2.531 -1.874 -5.304 0.008 0.023 0.030 0.0000
N -0.473 -2.189 -5.174 0.011 0.034 -0.003 0.0001
H -3.509 3.415 -2.735 0.004 0.004 0.000 0.0000
C -3.452 2.918 -1.775 0.004 0.062 -0.068 -0.0021
H -2.264 -4.202 -4.472 0.006 -0.056 0.039 0.0000
H 0.356 2.237 3.772 -0.001 0.024 0.024 0.0049
C 0.676 -0.294 3.976 0.207 0.079 -0.039 0.0075
C 0.298 5.175 1.050 -0.132 -0.022 -0.079 -0.0013
O 2.794 0.749 4.237 -0.061 0.025 0.048 0.0026
H 2.110 -4.796 -1.920 -0.046 -0.028 -0.043 0.0001
C 0.081 -4.610 1.369 0.015 -0.035 -0.022 -0.0006
C 6.312 -3.515 -0.530 0.017 -0.058 0.061 0.0000
H -2.500 5.019 1.066 -0.046 0.029 -0.062 0.0002
H -1.422 -3.601 -3.030 0.001 -0.031 0.027 0.0000
N 0.191 0.236 -1.565 -0.220 0.100 1.259 0.0373
C 5.674 -2.813 1.684 -0.004 -0.027 -0.005 0.0000
H -5.139 0.743 0.182 0.024 -0.055 -0.034 -0.0005
H 1.033 7.184 0.977 -0.009 0.002 0.010 -0.0001
H 7.061 -3.883 -1.219 -0.006 -0.039 0.007 0.0000
C 1.997 5.921 -0.468 -0.079 -0.037 0.058 0.0004
H -2.252 4.303 6.447 0.007 0.008 0.009 0.0001
H 0.885 -2.616 1.546 -0.017 -0.039 0.032 -0.0084
H 1.651 1.539 -0.043 0.276 0.110 -0.020 -0.0326
C -1.950 4.030 5.444 -0.001 0.032 0.008 0.0004
C -4.357 1.418 -0.145 0.018 0.011 -0.017 -0.0001
C 4.407 -2.492 1.226 -0.122 0.093 0.093 -0.0002
C 1.561 2.191 -0.918 -0.315 -0.176 -0.128 0.0604
H 7.616 -3.566 1.168 0.008 0.018 0.008 0.0000
O -1.532 -1.444 0.997 0.433 0.554 -0.756 0.0553
C 0.038 -5.756 0.589 -0.024 -0.021 0.061 0.0001
C -3.282 1.650 0.710 0.078 0.064 -0.011 -0.0043
H 2.848 4.399 -1.706 -0.019 -0.039 -0.009 0.0006
H 0.101 -2.466 -7.143 -0.092 -0.007 -0.036 0.0001
H 4.784 -3.321 -2.039 0.049 0.023 -0.023 0.0002
C -2.658 4.511 4.355 0.000 -0.033 0.000 -0.0002
C 0.352 -0.431 5.317 0.074 -0.100 0.029 0.0001
C -2.014 -1.870 2.090 0.028 0.026 0.392 0.0209
O 1.765 0.828 2.236 -0.049 -0.054 -0.588 0.0292
H -0.055 -4.896 -5.301 0.017 -0.044 0.007 0.0000
H -0.502 -4.542 2.278 -0.036 0.005 -0.010 0.0002
C 0.195 -0.604 -2.571 -0.052 -0.238 -0.247 0.0110
H 0.726 -6.727 -1.198 0.001 0.001 -0.010 0.0000
C 2.108 4.627 -0.947 0.078 0.026 -0.007 0.0002
C 5.042 -3.202 -0.993 -0.138 0.025 -0.084 -0.0017
O 1.446 -1.197 -5.845 -0.164 0.006 -0.098 0.0005
C 1.883 0.493 3.452 -0.061 -0.153 0.062 -0.0035
H -1.755 -1.250 -3.848 -0.033 0.042 -0.072 -0.0004
H -1.414 -3.271 -6.676 -0.009 0.017 0.036 0.0000
H -0.579 -6.591 0.894 -0.011 -0.001 0.000 0.0000
C 1.102 6.189 0.555 0.023 0.089 -0.039 0.0009
C 0.769 -5.833 -0.589 0.054 -0.015 -0.028 0.0001
H 3.669 -2.048 1.883 0.006 0.041 -0.013 0.0001
H -3.802 1.655 2.789 0.059 0.009 0.045 -0.0003
H 2.629 6.705 -0.868 -0.001 0.006 0.002 0.0000
H -3.811 0.051 2.034 0.005 -0.007 0.034 0.0007
H 0.000 -1.644 -2.299 -0.044 -0.021 -0.018 0.0096
H -0.367 5.398 1.871 -0.051 0.007 0.009 0.0003
H -2.585 -2.065 4.832 0.015 -0.035 -0.033 0.0003
C -2.169 -3.358 -3.786 -0.001 0.167 -0.104 0.0000
O -3.007 -2.571 2.269 0.026 -0.008 -0.067 0.0051
H -5.235 1.759 -2.071 -0.040 0.041 0.030 0.0002
H -0.257 2.863 6.070 0.020 -0.018 -0.009 -0.0001
C -3.293 1.008 2.070 -0.001 -0.015 -0.167 0.0119
H -1.118 -1.195 6.685 -0.030 0.032 -0.005 -0.0002
C -1.774 -2.089 -4.536 -0.057 -0.149 0.088 0.0004
C 0.393 -4.318 -6.109 -0.123 0.069 -0.054 -0.0001
C 1.577 -3.619 -0.208 -0.035 0.215 -0.129 0.0004
C -0.396 -3.034 -6.355 0.247 -0.098 0.105 -0.0001
C 4.101 -2.702 -0.108 -0.011 0.258 -0.240 0.0043
H 5.927 -2.642 2.722 -0.014 -0.004 0.012 0.0000
H 1.020 -0.021 6.063 0.022 -0.004 -0.022 0.0002
C -2.386 3.174 -0.931 -0.037 0.055 0.120 0.0011
H 2.499 2.127 -1.472 0.047 -0.061 0.077 0.0011
C 0.454 -0.297 -3.903 0.056 -0.053 -0.118 0.0025
N -0.102 -0.781 3.021 -0.007 0.334 -0.303 -0.0138
Fe 0.174 -0.019 0.800 0.090 -0.651 0.241 3.7683
S 2.500 -2.158 -0.762 0.219 -0.905 0.157 0.0077
C -1.238 3.301 2.838 0.190 -0.284 0.183 0.0074
C -3.117 4.819 1.937 -0.024 -0.061 0.069 0.0016
C -0.845 3.223 5.235 0.013 -0.002 0.104 -0.0007
C -2.252 2.508 0.288 -0.068 -0.123 -0.148 -0.0434
C 0.353 3.881 0.531 0.241 -0.100 0.064 0.0266
C -2.320 4.178 3.044 0.072 0.008 -0.086 -0.0002
H -2.281 0.837 2.434 -0.054 -0.031 0.113 0.0108
H -3.539 5.763 2.285 0.010 -0.007 0.025 0.0000
H 0.406 -4.929 -7.015 0.047 -0.053 0.015 0.0000
C -1.228 -1.410 3.322 -0.076 -0.094 -0.202 -0.0098
H 0.990 1.337 -5.226 0.001 0.051 -0.005 -0.0001
P -0.681 2.530 1.251 -0.709 0.633 -0.132 0.0114
C 0.408 1.655 -1.811 0.204 0.165 -0.028 -0.0403
C 0.856 -3.532 0.969 0.059 0.098 -0.013 0.0233
C 6.623 -3.326 0.809 0.021 -0.020 -0.052 0.0001
H 0.815 3.075 -3.458 0.058 -0.009 -0.089 -0.0001
C 0.744 1.082 -4.202 -0.014 0.142 0.277 -0.0003
C -0.831 -1.078 5.647 0.042 0.018 -0.107 -0.0027
C -1.644 -1.571 4.634 -0.015 -0.109 0.049 0.0019
H -0.492 2.157 -1.455 0.024 0.112 -0.072 0.0013
C 1.326 3.591 -0.446 -0.017 -0.021 0.107 0.0195
H -3.129 -3.209 -3.289 -0.010 -0.051 0.024 0.0000
C 0.530 -1.243 -5.018 0.071 0.022 0.218 -0.0005
H -3.504 5.169 4.518 0.011 0.027 -0.014 0.0001
H -1.644 3.909 -1.221 0.066 -0.069 -0.054 0.0008
C -0.505 2.866 3.943 -0.020 0.001 -0.075 0.0009
C 0.664 2.021 -3.248 0.002 -0.084 -0.116 -0.0032
C 1.543 -4.758 -0.997 0.052 0.072 -0.075 0.0011
O 2.081 -1.064 0.148 -0.191 0.286 0.662 0.0143
```
Positions in Å, forces in eV/Å.

As for the spin multiplicity: 5. The frontier orbital gap (alpha / beta) is 5.85 / 5.84 eV. Its charge is -1. As for the highest occupied orbital energy (alpha / beta): -3.479 / -3.473 eV.

=====

Entry from OMol25: a molecular structure, C19H23F5NOPRe (ωB97M-V/def2-TZVPD).

XYZ file:
```
51
Properties=species:S:1:pos:R:3:forces:R:3:mulliken_spin:R:1
H -0.382 -0.944 -3.827 -0.199 0.010 -0.043 -0.0004
H 1.204 0.501 0.452 -1.244 -0.961 -0.894 -0.0088
H 1.613 -1.735 -3.479 0.152 -0.001 0.204 -0.0066
H -3.033 1.742 -3.221 0.479 0.209 0.331 0.0013
C 1.366 1.584 -2.367 -0.380 0.462 -0.046 0.0556
H -2.607 -2.597 -2.978 -0.140 0.152 0.525 0.0028
H -1.561 -2.847 -1.567 -0.458 -0.012 -0.359 -0.0035
H -1.645 3.769 -3.475 0.160 -0.133 -0.050 -0.0002
H -2.097 -1.330 -4.208 0.397 0.340 0.129 0.0033
F -2.289 -1.348 3.137 0.961 1.666 0.232 0.0122
H -0.593 -2.081 -0.524 1.363 1.791 0.409 -0.0313
C -2.794 0.187 -1.787 -0.067 -0.128 0.185 0.0474
H -2.800 0.154 -0.682 -0.425 -0.023 -0.291 -0.0350
C -0.748 2.444 3.767 0.891 2.254 -0.954 0.0196
C 0.058 1.253 -1.915 0.522 -0.728 -0.220 -0.0635
C -2.491 1.602 -2.268 -0.727 0.278 0.398 0.0002
H -3.193 -2.154 -1.340 0.310 -0.039 -0.072 0.0049
H 4.193 -1.213 -0.474 -0.246 -0.112 -0.030 -0.0003
H 3.017 -2.380 0.255 0.267 0.130 0.009 0.0000
C 2.544 0.734 -1.996 -0.088 -0.618 0.984 0.0493
C -0.796 3.163 -3.167 0.237 -0.254 0.217 -0.0078
C -1.199 1.679 4.838 0.058 0.969 2.807 0.2613
C -0.765 1.926 2.494 0.648 1.678 -0.551 0.1028
C 2.180 -2.021 -2.585 -0.628 -0.250 0.283 0.0385
Re -0.124 -0.352 -0.498 -1.170 1.421 -2.743 1.9788
C -1.732 0.409 4.624 -1.177 -2.067 0.911 0.0207
C 0.497 3.509 -3.559 -0.261 -0.030 0.386 0.0081
C 3.200 -1.338 -0.030 -0.607 -0.059 0.456 0.0194
C 1.563 2.708 -3.166 0.081 -0.291 0.063 -0.0007
H 1.839 -3.005 -2.256 0.140 -0.063 -0.205 -0.0039
H 3.174 0.451 -2.856 -0.234 0.187 0.321 0.0022
N -1.744 -0.792 -2.180 -0.193 -0.945 -0.038 -0.0394
F -0.315 3.704 3.984 -0.583 -1.745 -0.229 0.0037
H -2.976 2.284 -1.551 0.008 -0.101 -0.276 0.0008
H -3.792 -0.163 -2.158 0.739 0.392 0.312 0.0009
F -2.259 -0.275 5.659 0.785 0.952 -1.307 0.0020
F -0.389 2.700 1.449 -0.392 -1.267 1.267 0.0145
H -1.602 0.353 -4.003 0.335 -0.341 0.080 -0.0015
H 3.248 -2.052 -2.823 -0.158 0.012 0.095 0.0053
C -1.421 -0.665 -3.647 -0.202 0.078 0.013 0.0042
O -1.003 -0.001 1.113 -2.674 1.200 4.745 0.3382
C -1.739 -0.135 3.361 -0.976 -1.454 0.660 0.1042
H 3.097 -0.705 0.855 0.235 -0.155 -0.064 0.0041
H 2.575 2.927 -3.488 -0.082 0.118 -0.060 0.0026
H 0.667 4.398 -4.163 -0.045 -0.236 0.090 -0.0001
C -1.171 0.582 2.272 0.414 -0.894 -1.820 0.1840
C -2.317 -2.187 -1.999 0.014 -0.251 -0.112 0.0102
H 3.180 1.216 -1.230 -0.192 -0.024 -0.383 -0.0007
F -1.148 2.182 6.085 -0.159 -0.935 -2.377 0.0542
P 1.904 -0.852 -1.202 4.375 -0.066 -2.769 -0.1281
C -1.039 2.010 -2.403 0.135 -0.119 -0.221 -0.0253
```
Positions in Å, forces in eV/Å.

As for the spin multiplicity: 4. The frontier orbital gap (alpha / beta) is 7.02 / 4.18 eV. Its charge is +2. As for the highest occupied orbital energy (alpha / beta): -14.856 / -14.853 eV. The value obtained for the energy relative to the best compared isomer or geometry (same formula, charge and spin) is 0.0 kcal/mol.

=====

Entry from OMol25: C2H3N2P3 in the gas phase (ωB97M-V/def2-TZVPD).

XYZ file:
```
10
Properties=species:S:1:pos:R:3:forces:R:3:mulliken_charge:R:1
C 0.045 -0.061 -1.260 3.649 -0.930 2.154 -0.7606
H 2.063 0.358 -0.504 0.621 0.021 -0.165 0.4012
P -1.934 -0.119 1.482 1.636 -0.476 -0.873 0.1384
N -0.788 1.055 1.676 0.933 0.270 0.733 -0.2450
C 1.041 0.351 -0.184 -0.837 0.224 0.218 -0.2078
H -0.899 0.257 -1.142 -3.267 1.014 0.487 0.3077
H 0.371 -0.074 -2.252 0.800 -0.075 -1.318 0.3444
P 0.800 1.044 1.491 -1.467 -0.251 -1.610 0.1275
P 0.424 -1.514 -0.106 -3.453 1.245 1.284 0.2386
N -1.123 -1.296 0.797 1.384 -1.042 -0.910 -0.3444
```
Positions in Å, forces in eV/Å.

As for the spin multiplicity: 1. The frontier orbital gap is 8.04 eV. Its charge is 0. As for the highest occupied orbital energy: -8.989 eV. The value obtained for the energy relative to the best compared isomer or geometry (same formula, charge and spin) is 5.8 kcal/mol. The SMILES is C1[C@H]2P=NP=NP12.

=====

Entry from OMol25: a molecular structure, C8H9ClO2 (ωB97M-V/def2-TZVPD).

XYZ file:
```
20
Properties=species:S:1:pos:R:3:forces:R:3:mulliken_charge:R:1
C -0.681 -0.527 0.739 -0.676 0.762 0.281 0.0687
H 2.878 -0.353 0.584 0.566 0.254 0.052 0.5451
H 2.091 1.778 -0.546 -0.655 -0.845 -0.550 0.2446
O -1.302 -1.472 -0.050 2.233 0.171 0.945 -0.3671
H 0.093 1.583 -2.324 2.100 -0.846 0.994 0.2311
H -2.691 -1.479 -1.557 0.105 1.103 1.661 0.3573
H -3.307 1.109 -0.601 2.030 -1.176 0.810 0.2841
C 0.680 0.733 -1.786 -2.831 1.666 -0.266 -0.5569
C 0.631 -0.740 1.401 1.141 1.511 -2.418 0.5832
H 1.758 0.474 2.447 -3.073 -0.730 -0.047 0.4043
C -1.369 0.673 0.649 -0.121 -2.789 -0.956 -0.5214
C -2.287 -0.863 -0.689 -1.663 -0.074 -1.407 -0.3362
C 1.984 -0.336 -0.004 -3.145 -2.757 0.943 -1.0333
H -1.106 1.633 0.898 0.757 1.685 1.312 0.5032
H -0.032 -0.085 -1.895 0.941 -0.781 0.004 0.2087
O 0.742 0.242 2.373 3.264 0.546 0.066 -0.4801
C -2.443 0.424 -0.232 -2.319 0.159 -2.116 -0.2705
H 1.853 -1.243 -0.641 0.427 0.409 0.872 0.3016
Cl 0.926 -2.359 2.043 0.068 -0.075 -0.243 -0.2058
C 1.584 0.809 -0.808 0.851 1.806 0.063 0.0395
```
Positions in Å, forces in eV/Å.

As for the spin multiplicity: 1. The frontier orbital gap is 8.82 eV. Its charge is 0. As for the highest occupied orbital energy: -8.401 eV. The value obtained for the energy relative to the best compared isomer or geometry (same formula, charge and spin) is 45.3 kcal/mol.

=====

Entry from OMol25: I3OP in the gas phase (ωB97M-V/def2-TZVPD).

XYZ file:
```
5
Properties=species:S:1:pos:R:3:forces:R:3:mulliken_charge:R:1
P -0.140 -0.062 0.055 -7.147 -2.322 0.188 0.1557
I -0.092 2.336 -0.152 0.052 -0.297 0.063 0.1355
I 0.827 -0.967 -1.959 -0.044 0.135 0.310 0.1325
O -1.920 -0.657 0.176 7.415 2.416 -0.304 -0.5636
I 1.324 -0.650 1.880 -0.276 0.068 -0.257 0.1400
```
Positions in Å, forces in eV/Å.

As for the spin multiplicity: 1. The frontier orbital gap is 7.54 eV. Its charge is 0. As for the highest occupied orbital energy: -9.733 eV. The value obtained for the energy relative to the best compared isomer or geometry (same formula, charge and spin) is 57.2 kcal/mol. The SMILES is O=P(I)(I)I.

=====

Listing max |F| for the structures above in their given order: 1.8, 1.3, 5.6, 4.3, 4.3, 7.8 eV Å⁻¹.
Listing E for the structures above in their given order: -838.017097, -4552.637309, -1785.958997, -1211.539508, -920.777545, -1309.656046 hartree.